Entry 1:
{
  "formula": "C21H29AsF6N4OS5Ti",
  "method": "ωB97M-V/def2-TZVPD",
  "e_lumo_ev": -1.06,
  "relative_energy_kj_mol": 13.62,
  "energy_ev": -184697.3235,
  "symbols": ["Ti", "S", "C", "C", "C", "C", "C", "C", "S", "H", "H", "H", "H", "C", "N", "C", "C", "C", "N", "C", "C", "H", "H", "H", "H", "H", "H", "H", "H", "H", "H", "H", "H", "H", "H", "H", "H", "N", "C", "N", "C", "C", "C", "C", "C", "C", "S", "H", "H", "H", "H", "H", "H", "F", "As", "F", "F", "F", "F", "F", "C", "O", "C", "S", "S", "H", "H", "H"],
  "xyz": [[-0.42304, 0.55460, 0.16426], [0.62457, 2.65003, -0.25898], [-0.60323, 3.78287, -0.77830], [-0.28534, 5.05068, -1.26109], [-1.29846, 5.89313, -1.68358], [-2.62816, 5.48327, -1.62247], [-2.94760, 4.22905, -1.13470], [-1.93039, 3.37542, -0.71350], [-2.29996, 1.78687, -0.06996], [0.75063, 5.35848, -1.31739], [-1.05219, 6.87271, -2.07176], [-3.41444, 6.14314, -1.96437], [-3.97648, 3.89542, -1.09028], [2.81078, 0.61520, 1.23687], [2.14823, -0.11882, 0.13941], [2.71039, 0.39318, -1.13537], [2.62068, -1.52582, 0.26462], [2.07114, -2.51817, -0.74615], [0.79569, -3.09630, -0.35171], [0.08002, -3.60741, -1.51281], [0.99228, -4.17703, 0.59984], [3.90013, 0.52336, 1.14539], [2.50958, 0.19948, 2.19725], [2.55049, 1.67042, 1.20572], [3.77892, 0.14915, -1.18346], [2.60061, 1.46873, -1.19736], [2.20532, -0.04457, -1.98800], [2.41988, -1.86797, 1.27934], [3.71360, -1.49446, 0.15577], [2.82693, -3.31152, -0.88143], [1.95518, -2.04250, -1.71962], [0.67462, -4.36588, -2.04927], [-0.16110, -2.79777, -2.19648], [-0.84991, -4.06883, -1.18462], [0.03404, -4.47186, 1.03170], [1.65430, -3.86485, 1.40766], [1.44799, -5.06158, 0.12454], [-0.76238, 2.92935, 2.61866], [-0.38202, 1.74728, 3.08846], [-0.12217, 0.66506, 2.37312], [0.22017, -0.40753, 3.22543], [0.52386, -1.70844, 2.83717], [0.83350, -2.64241, 3.81264], [0.85319, -2.30750, 5.16368], [0.55163, -1.01865, 5.56390], [0.23802, -0.09054, 4.58467], [-0.19751, 1.57703, 4.81319], [-0.79200, 3.08777, 1.62018], [-0.94552, 3.69013, 3.24691], [0.48375, -1.99185, 1.79392], [1.05215, -3.65942, 3.51673], [1.09687, -3.05710, 5.90413], [0.55375, -0.74210, 6.60966], [-0.27939, -0.19944, -1.64210], [-0.44484, 0.17145, -3.56001], [-1.79523, 1.13062, -3.14524], [-1.44716, -1.22025, -3.58547], [-0.55525, 0.44104, -5.23275], [0.93680, -0.85570, -3.68568], [0.59388, 1.50121, -3.26429], [-3.46160, -3.06939, -2.14721], [-2.62370, -2.49408, -1.13498], [-3.10775, -1.47960, -0.43954], [-4.58150, -0.81736, -0.60583], [-2.00004, -1.03840, 0.88014], [-2.85981, -3.85012, -2.60334], [-3.73484, -2.31595, -2.88073], [-4.36056, -3.48166, -1.69017]],
  "forces_ev_per_a": [[0.515, -0.215, 0.332], [-0.030, -0.079, -0.039], [0.035, 0.005, 0.008], [-0.011, 0.033, -0.009], [0.026, -0.005, 0.006], [-0.012, -0.010, 0.007], [-0.015, 0.030, -0.005], [-0.009, -0.011, 0.006], [-0.293, 0.104, -0.068], [0.001, 0.000, 0.003], [-0.001, 0.002, 0.002], [0.001, 0.001, 0.001], [0.003, -0.003, 0.002], [0.021, -0.013, 0.012], [-0.030, 0.154, -0.081], [0.042, -0.012, 0.017], [0.013, -0.053, 0.002], [0.013, -0.019, -0.055], [0.051, -0.024, 0.002], [0.041, -0.071, 0.009], [0.001, -0.011, -0.024], [-0.001, -0.005, -0.002], [0.019, 0.009, -0.018], [-0.010, 0.005, -0.014], [-0.006, -0.007, 0.005], [-0.015, 0.028, 0.014], [0.032, 0.000, 0.021], [0.051, 0.029, -0.076], [-0.007, -0.009, 0.033], [0.002, 0.013, -0.034], [-0.051, 0.003, 0.024], [0.018, 0.007, 0.001], [-0.002, -0.002, 0.000], [0.066, 0.005, -0.011], [0.004, 0.002, 0.004], [-0.005, -0.005, -0.003], [0.005, 0.007, -0.002], [-0.006, -0.018, 0.007], [0.000, 0.056, 0.063], [-0.058, -0.001, -0.272], [0.019, -0.028, 0.045], [-0.136, 0.057, 0.022], [-0.002, 0.004, -0.007], [0.011, 0.001, 0.006], [-0.002, 0.007, 0.007], [-0.011, 0.011, -0.048], [0.004, 0.001, 0.000], [-0.011, 0.002, 0.048], [0.011, 0.011, 0.001], [-0.119, 0.012, 0.027], [0.000, -0.003, 0.008], [-0.003, -0.001, -0.001], [0.000, -0.002, 0.000], [0.016, 0.013, -0.052], [0.005, -0.088, 0.020], [-0.011, 0.034, -0.002], [-0.025, -0.043, 0.033], [-0.003, 0.037, -0.009], [-0.029, 0.004, 0.010], [0.013, -0.007, -0.036], [0.057, 0.025, -0.012], [-0.089, 0.094, -0.053], [-0.105, -0.189, 0.219], [0.032, 0.091, -0.050], [-0.028, -0.001, -0.012], [0.013, 0.004, -0.004], [-0.001, 0.020, -0.025], [-0.004, 0.014, 0.000]],
  "mulliken_charge": [0.3508, -0.4662, 0.3929, -0.9134, -0.5884, -0.5863, -0.8289, 0.6181, -0.0912, 0.4720, 0.3716, 0.3780, 0.4882, -1.2292, 0.7109, -1.4239, -1.4219, -0.9109, 0.4489, -1.3014, -1.3642, 0.4803, 0.3602, 0.2383, 0.4082, 0.4635, 0.2968, 0.6689, 0.4950, 0.3474, 0.4014, 0.3876, 0.2376, 0.3667, 0.2974, 0.5197, 0.4229, -0.2226, 0.3515, 1.3233, -1.3752, 1.0713, -1.1435, -0.7951, -0.5097, 1.0628, -0.3809, -0.1591, 0.2413, 0.0406, 0.3488, 0.4086, 0.4096, 0.3809, 1.9317, -0.4480, -0.4068, -0.4435, -0.4510, -0.4394, -1.0818, -0.0398, 0.3915, -0.2150, -0.3991, 0.2681, 0.3965, 0.3866]
}

***

Entry 2:
{
  "formula": "C21H29Cl2LaO4",
  "method": "ωB97M-V/def2-TZVPD",
  "e_lumo_ev": 0.14,
  "relative_energy_kj_mol": 397.58,
  "energy_ev": -56337.2934,
  "symbols": ["O", "C", "C", "H", "H", "C", "H", "H", "C", "H", "H", "H", "C", "H", "H", "H", "La", "C", "C", "C", "H", "C", "C", "H", "H", "H", "H", "C", "C", "C", "H", "C", "C", "H", "H", "H", "H", "O", "C", "C", "H", "H", "C", "H", "H", "C", "H", "H", "H", "H", "Cl", "C", "Cl", "C", "O", "O", "H"],
  "xyz": [[-0.45512, -0.31466, 0.21275], [0.25848, 0.35906, -0.86669], [0.36162, -0.94245, -1.64977], [1.18948, 0.77952, -0.50023], [-0.34134, 1.15305, -1.29921], [-0.22258, -1.64530, -0.41460], [1.36423, -1.25336, -1.92883], [-0.28744, -0.98864, -2.52012], [0.80164, -2.42134, 0.37756], [1.61964, -1.77511, 0.68767], [1.21356, -3.21983, -0.23927], [0.36751, -2.87260, 1.26503], [-1.50601, -2.40324, -0.61578], [-2.17928, -1.87759, -1.28643], [-2.01945, -2.55538, 0.33052], [-1.29039, -3.38052, -1.04651], [-1.76824, 0.64271, 1.73779], [-4.09077, 1.03622, 1.74538], [-3.45426, 2.25627, 1.44109], [-2.86136, 2.11905, 0.16590], [-3.41536, 3.13407, 2.06251], [-3.11614, 0.82191, -0.29680], [-3.85585, 0.13298, 0.68400], [-4.19874, -0.88638, 0.62756], [-4.65470, 0.82939, 2.63687], [-2.26199, 2.86318, -0.32479], [-2.75682, 0.40644, -1.22207], [-2.15487, 0.54011, 4.11213], [-2.55030, -0.69612, 3.54890], [-1.41237, -1.31551, 3.00676], [-3.54923, -1.09489, 3.52706], [-0.30812, -0.45879, 3.23766], [-0.77124, 0.67273, 3.93352], [-0.18016, 1.53027, 4.19596], [-2.80387, 1.26463, 4.57453], [-1.39229, -2.28028, 2.53201], [0.70043, -0.60889, 2.89679], [3.75306, -0.81499, -3.32792], [3.49139, -2.06769, -3.97092], [4.63322, -2.29524, -4.94865], [2.53070, -2.01356, -4.49532], [3.41656, -2.84386, -3.20860], [4.98941, -0.86740, -5.34378], [4.34615, -2.91979, -5.79246], [5.47635, -2.77115, -4.44698], [4.79479, -0.12691, -4.03002], [4.29295, -0.49785, -6.09711], [5.99850, -0.76545, -5.73809], [4.49928, 0.91439, -4.16303], [5.71116, -0.14523, -3.42947], [-2.72153, 3.97796, 4.33712], [-1.03373, 4.34964, 3.92475], [0.08405, 3.78823, 5.19181], [-0.57388, 4.06680, 2.49711], [0.01015, 5.07214, 1.88502], [-0.74786, 2.95823, 1.76767], [-0.96901, 5.45105, 4.06005]],
  "forces_ev_per_a": [[1.856, -1.988, -2.207], [0.062, 0.028, -0.141], [0.168, -0.115, -0.200], [0.133, -0.027, 0.037], [-0.136, 0.086, -0.032], [0.381, 0.107, -0.269], [0.073, 0.059, -0.023], [-0.046, 0.025, -0.044], [0.035, -0.016, 0.078], [0.099, 0.061, -0.038], [-0.020, -0.033, -0.049], [-0.058, -0.035, 0.132], [-0.098, 0.067, -0.033], [-0.076, 0.081, -0.069], [-0.045, -0.086, 0.144], [0.041, -0.042, -0.007], [6.688, 4.819, -3.510], [-2.934, 0.979, -0.627], [-2.953, 1.265, -1.277], [-1.900, 0.957, -1.305], [0.025, -0.111, -0.045], [-1.579, 0.520, -1.458], [-2.195, 0.256, -0.970], [-0.030, -0.134, 0.038], [-0.059, -0.014, 0.077], [0.136, 0.114, -0.001], [0.027, -0.054, -0.131], [-0.157, -0.932, 2.306], [-0.266, -1.390, 2.248], [0.690, -1.842, 2.548], [-0.080, -0.043, 0.044], [1.012, -1.585, 2.459], [0.792, -0.841, 2.088], [0.045, 0.005, -0.002], [-0.026, -0.002, -0.020], [0.008, -0.089, -0.149], [0.150, -0.065, -0.059], [-0.025, -0.124, -0.091], [-0.059, 0.053, 0.048], [0.035, -0.083, -0.017], [-0.006, 0.043, -0.013], [0.027, -0.017, 0.044], [-0.015, 0.039, -0.051], [-0.027, -0.013, -0.012], [0.029, -0.009, 0.040], [0.077, 0.123, 0.070], [-0.043, 0.015, -0.023], [0.027, 0.007, 0.013], [-0.031, -0.016, 0.011], [-0.051, -0.037, 0.018], [0.045, -0.256, -0.068], [0.225, 1.813, 0.483], [0.081, -0.359, -0.105], [2.407, 1.299, -6.385], [-2.230, -3.176, 3.432], [-0.140, 1.618, 3.586], [-0.090, -0.902, -0.512]],
  "mulliken_charge": [0.4572, -0.7134, -0.4471, 0.3159, 0.2803, 1.4744, 0.0686, 0.3712, -1.5856, 0.3970, 0.4746, 0.2939, -1.6527, 0.3637, 0.1970, 0.4741, -0.0855, -0.7223, -0.2132, -0.9600, 0.7870, -0.1823, -0.9621, 0.5794, 0.6733, 0.4501, 0.6356, -0.4280, -1.0576, -0.3027, 0.6151, -0.8231, -0.1289, 0.2806, 0.5457, 0.8625, 0.5438, -0.3699, -0.3675, -0.6028, 0.2696, 0.2843, -0.5124, 0.3375, 0.2822, -0.4676, 0.2685, 0.3305, 0.2716, 0.2619, -0.1639, 0.1633, -0.1727, 0.2350, -0.6851, -0.6032, 0.3642]
}

***

Entry 3:
{
  "formula": "C21H29Cl3NP3V",
  "method": "ωB97M-V/def2-TZVPD",
  "total_charge": 2,
  "e_lumo_ev": [-6.68, -6.44],
  "relative_energy_kj_mol": 0.00,
  "spin_multiplicity": 2,
  "energy_ev": -114844.7390,
  "s2": 0.76,
  "symbols": ["V", "C", "P", "C", "C", "C", "P", "C", "C", "H", "H", "H", "H", "H", "H", "H", "H", "H", "H", "H", "H", "H", "H", "H", "H", "Cl", "C", "Cl", "Cl", "C", "N", "C", "P", "C", "C", "C", "C", "C", "C", "C", "C", "C", "C", "C", "C", "H", "H", "H", "H", "H", "H", "H", "H", "H", "H", "H", "H", "H"],
  "xyz": [[0.52984, -0.20279, 0.09854], [-1.90205, -2.71758, -1.30936], [-0.20932, -2.44067, -0.73259], [0.10261, -3.74579, 0.49202], [0.86518, -2.84420, -2.15629], [2.29646, -2.36295, -1.90832], [2.31419, -0.57123, -1.50118], [4.01915, -0.25662, -0.95772], [2.24400, 0.22644, -3.13643], [-2.00891, -3.73125, -1.69836], [-2.14063, -2.00708, -2.10087], [-2.61081, -2.57489, -0.49404], [-0.08494, -4.72600, 0.05094], [-0.55783, -3.61998, 1.35050], [1.13435, -3.70747, 0.84163], [0.43796, -2.35259, -3.03483], [0.82886, -3.91915, -2.34626], [2.92765, -2.56113, -2.77675], [2.74110, -2.89475, -1.06226], [4.74256, -0.56949, -1.71153], [4.22349, -0.79283, -0.03072], [4.15547, 0.80980, -0.77318], [2.98679, -0.18962, -3.81797], [2.43961, 1.29593, -3.03863], [1.25254, 0.10503, -3.57449], [3.30467, 0.52665, 4.65743], [2.00217, -0.63178, 4.42283], [2.48975, -2.26937, 4.85938], [0.54484, -0.14490, 5.26872], [1.71020, -0.66272, 2.97288], [1.50126, -0.71252, 1.84480], [-1.34694, 2.39271, -2.31956], [-1.09729, 1.24760, -0.93880], [-0.10670, 2.13673, 0.33170], [1.23486, 2.42692, 0.03583], [2.04477, 3.07171, 0.97284], [1.52220, 3.42926, 2.20015], [0.18604, 3.15524, 2.50264], [-0.62337, 2.51596, 1.58579], [-2.68907, 0.95322, -0.15171], [-2.72631, -0.00008, 0.86906], [-3.90551, -0.28389, 1.53397], [-5.07383, 0.37576, 1.16450], [-5.05176, 1.31304, 0.14384], [-3.86209, 1.60668, -0.51237], [-1.80339, 3.31790, -1.96956], [-1.98098, 1.93501, -3.07895], [-0.38163, 2.61985, -2.77085], [1.62995, 2.22196, -0.95179], [3.07009, 3.31094, 0.72366], [2.13943, 3.94792, 2.92174], [-0.22408, 3.46569, 3.45459], [-1.65973, 2.31767, 1.82544], [-1.82442, -0.53883, 1.17161], [-3.92274, -1.01615, 2.33013], [-6.00169, 0.15428, 1.67425], [-5.96128, 1.82273, -0.14303], [-3.86474, 2.34563, -1.30302]],
  "forces_ev_per_a": [[-0.314, 0.097, -0.100], [-0.046, -0.049, -0.026], [0.091, 0.127, -0.049], [0.000, -0.062, 0.013], [-0.024, -0.024, -0.034], [0.029, 0.001, -0.035], [0.053, -0.093, 0.013], [0.060, 0.003, 0.019], [-0.054, 0.070, -0.021], [0.008, 0.001, 0.003], [-0.003, 0.007, 0.006], [0.013, 0.005, 0.003], [0.001, 0.006, -0.001], [0.001, 0.019, -0.004], [0.001, 0.009, -0.009], [0.001, 0.002, 0.005], [0.010, 0.002, -0.006], [0.011, -0.003, 0.007], [-0.006, 0.009, 0.006], [-0.028, -0.010, -0.020], [-0.019, 0.002, 0.003], [-0.007, -0.001, 0.004], [0.017, -0.021, 0.031], [-0.018, -0.001, 0.012], [0.005, -0.016, -0.004], [0.041, 0.020, 0.035], [0.110, -0.139, -0.303], [0.004, 0.054, 0.039], [-0.123, 0.046, 0.047], [0.155, -0.099, 0.111], [-0.043, 0.163, 0.381], [0.048, -0.019, -0.068], [0.115, 0.042, 0.162], [-0.176, 0.081, -0.195], [0.076, -0.085, -0.087], [0.019, -0.110, 0.035], [-0.022, -0.001, 0.034], [0.034, -0.003, 0.011], [0.040, -0.165, 0.036], [-0.033, -0.018, -0.011], [-0.001, -0.039, 0.069], [-0.037, 0.036, -0.020], [0.012, -0.014, 0.008], [0.023, 0.000, -0.002], [-0.032, 0.034, -0.012], [0.002, -0.001, -0.010], [0.002, -0.029, 0.017], [0.002, 0.013, 0.007], [-0.020, 0.098, -0.029], [-0.004, 0.011, -0.004], [0.007, -0.003, -0.004], [-0.004, -0.002, -0.001], [-0.012, 0.024, -0.010], [0.022, 0.030, -0.049], [0.002, 0.001, 0.002], [0.001, -0.002, -0.001], [0.000, 0.001, -0.004], [0.009, -0.003, -0.001]],
  "mulliken_charge": [0.1855, -1.2243, 1.0666, -1.3917, -1.0958, -1.0430, 1.3015, -1.3234, -1.4734, 0.4888, 0.3693, 0.3669, 0.4332, 0.3867, 0.3789, 0.3840, 0.5357, 0.5741, 0.3840, 0.4392, 0.3939, 0.3714, 0.4811, 0.4160, 0.3729, -0.0487, 0.7744, -0.0560, -0.0613, -0.4528, -0.4422, -1.5803, 1.8798, -0.4115, 0.0709, -0.8375, -0.6804, -0.7823, -0.3240, 0.3426, -0.3599, -1.0053, -0.5997, -0.7237, -0.5825, 0.4862, 0.4683, 0.3907, 0.6313, 0.4964, 0.4698, 0.4916, 0.4536, 0.4519, 0.4673, 0.4361, 0.4378, 0.4209]
}